(1)
ORCA calculation (the ωB97M-V functional and the def2-TZVPD basis) on a structure of composition C6H15N4OPd at a distorted geometry.

Values from the calculation:
* frontier orbital gap (spin up / spin down): 6.504 / 6.493 eV
* E_HOMO (spin up / spin down): -9.16 / -13.28 eV
* LUMO energy (spin up / spin down): -2.66 / -6.78 eV
* charge: +1
* expectation value of S²: 6.022
* spin multiplicity: 5
* electronic energy: -17939.19090 eV

Last column: natural (NBO) charge in e.
Element x y z (Å)
C1 -0.6549 0.8775 -1.9574  -0.72
Pd1 -0.0758 0.1130 -0.2728  0.83
N1 0.9499 -1.6352 -1.0854  -1.11
H1 -0.7042 1.4480 0.3517  -0.30
H2 0.4271 1.2515 -1.1389  0.20
H3 -1.2185 1.8033 -1.9865  0.26
H4 -1.3560 0.0773 -1.6583  0.23
H5 -0.1698 0.6135 -2.8906  0.23
H6 0.5559 -2.4825 -0.6684  0.40
H7 1.9425 -1.5902 -0.8408  0.41
H8 0.8639 -1.7063 -2.1006  0.40
C2 -1.4779 -1.6014 4.6642  -0.43
N2 -0.3693 -1.3148 3.7604  -0.30
C3 0.9022 -1.4950 4.2015  -0.17
C4 1.9664 -1.2320 3.3768  -0.03
C5 1.6867 -0.7134 2.0998  0.31
N3 0.4411 -0.5587 1.6603  -0.69
C6 -0.6504 -0.9043 2.4500  0.77
O1 -1.8071 -0.8506 2.0126  -0.50
N4 2.6872 -0.4279 1.2000  -0.78
H9 -1.4159 -2.6388 5.0153  0.23
H10 -2.4174 -1.4415 4.1356  0.26
H11 -1.4240 -0.9423 5.5400  0.23
H12 0.9882 -1.8518 5.2269  0.23
H13 2.9888 -1.3760 3.6976  0.24
H14 3.6317 -0.4210 1.5600  0.41
H15 2.4841 0.3324 0.5476  0.40

=====

(2)
ORCA calculation (the ωB97M-V functional and the def2-TZVPD basis) on a cluster of 2 separate species, C6H15N5 in total at a distorted geometry.

Values from the calculation:
* frontier orbital gap (spin up / spin down): 8.225 / 8.224 eV
* E_HOMO (spin up / spin down): -17.56 / -17.55 eV
* LUMO energy (spin up / spin down): -9.33 / -9.33 eV
* charge: +2
* spin multiplicity: 1
* ΔE to the lowest compared entry with this formula, charge and spin: 9.9133 eV
* electronic energy: -13888.34301 eV

Last column: natural (NBO) charge in e.
Element x y z (Å)
C1 -3.3933 0.2272 0.8267  0.40
C2 -1.2364 1.9698 -0.5695  -0.46
C3 1.6984 0.9818 0.1673  -0.45
C4 0.8366 -0.7806 1.5432  -0.43
C5 2.0801 -1.1192 -0.6243  -0.39
C6 -0.2611 -0.3840 -0.4391  0.41
N1 -1.8497 -1.8874 -0.4177  -0.26
N2 -0.6301 -1.7291 -0.7147  -0.14
N3 -2.3459 0.0276 0.2823  -0.06
N4 -1.2583 0.5639 -0.2073  -0.29
N5 1.0557 -0.3283 0.1999  -0.29
H1 -4.3813 0.1687 1.2552  0.32
H2 -2.3027 2.4213 -0.8826  0.29
H3 -0.5772 2.5028 0.0373  0.24
H4 -0.7007 2.1854 -1.5063  0.26
H5 1.6344 1.4060 -0.8983  0.26
H6 1.2621 1.8751 0.7108  0.25
H7 2.6790 0.9427 0.5207  0.26
H8 0.0896 -0.1488 1.9731  0.23
H9 0.3855 -1.6913 1.7353  0.26
H10 1.8142 -0.6905 2.0518  0.27
H11 3.1018 -0.9751 -0.0172  0.26
H12 1.7605 -2.1717 -0.5160  0.26
H13 2.1963 -0.6350 -1.5769  0.26
H14 0.3636 0.1226 -2.2095  0.17
H15 -2.0212 -2.8539 -0.7240  0.40

=====

(3)
ORCA calculation (the ωB97M-V functional and the def2-TZVPD basis) on a cluster of 2 separate species, C6H15N6S in total at a distorted geometry.

Values from the calculation:
* frontier orbital gap: 9.242 eV
* E_HOMO: -12.32 eV
* LUMO energy: -3.08 eV
* charge: +1
* spin multiplicity: 1
* ΔE to the lowest compared entry with this formula, charge and spin: 1.7970 eV
* electronic energy: -26230.23968 eV

Last column: natural (NBO) charge in e.
Element x y z (Å)
C1 -1.3782 0.6291 0.9072  0.50
C2 -2.2801 0.9146 2.1320  -0.49
C3 3.1215 -2.0740 -0.1180  -0.25
C4 -3.4564 1.5486 1.4040  -0.23
C5 3.1705 -1.7427 -1.6296  -0.52
C6 1.0913 -0.3504 -2.3764  0.05
N1 -1.8168 1.2826 -0.1238  -0.36
N2 2.5526 -1.0074 0.6428  -0.87
N3 -0.4603 -0.2519 1.3027  -0.75
N4 -0.5039 1.3995 -2.3170  -0.56
N5 0.1508 0.3608 -2.4741  -0.06
N6 -2.8053 2.1859 0.2124  -0.41
S1 1.5237 -1.9954 -2.3462  0.34
H1 -2.7765 0.0510 2.5999  0.25
H2 -1.8155 1.6875 2.7690  0.25
H3 2.6814 -3.1365 0.0634  0.22
H4 4.0915 -2.2968 0.2852  0.20
H5 -4.1429 0.7921 1.2373  0.19
H6 -3.9279 2.3993 1.8071  0.23
H7 3.3957 -0.6364 -1.8954  0.25
H8 3.7042 -2.3496 -2.2790  0.24
H9 2.2962 -1.2843 1.5755  0.37
H10 -0.6493 -0.8422 2.0593  0.42
H11 0.2258 -0.4868 0.6129  0.42
H12 -1.1948 1.2157 -1.0297  0.43
H13 -0.5426 1.8939 -3.1780  0.38
H14 3.1229 -0.1836 0.7656  0.38
H15 -3.3778 2.2776 -0.6090  0.38

=====

(4)
ORCA calculation (the ωB97M-V functional and the def2-TZVPD basis) on a cluster of 2 separate species, C6H15NO in total at a distorted geometry.

Values from the calculation:
* frontier orbital gap: 10.740 eV
* E_HOMO: -9.99 eV
* LUMO energy: 0.75 eV
* spin multiplicity: 1
* SMILES: CC(N)=O.CC(C)C
* ΔE to the lowest compared entry with this formula, charge and spin: 0.7267 eV
* electronic energy: -10003.03046 eV

Last column: natural (NBO) charge in e.
Element x y z (Å)
C1 -1.4733 2.2635 1.9405  -0.71
C2 -0.4014 1.1460 1.9201  0.69
N1 0.8551 1.6413 1.7054  -0.84
O1 -0.6169 -0.0039 2.1805  -0.61
H1 -1.0428 3.1965 1.5847  0.21
H2 -1.5672 2.4850 3.0096  0.24
H3 -2.3842 1.8851 1.4987  0.24
H4 1.6148 1.0970 2.0900  0.40
H5 1.0111 2.6194 1.4855  0.39
C3 -0.5109 -2.3298 -0.8897  -0.61
C4 0.2307 -0.9666 -0.8803  -0.24
C5 1.7434 -1.1678 -1.0288  -0.60
C6 -0.3643 -0.0339 -1.9617  -0.60
H6 -1.0067 -2.5312 -1.8426  0.20
H7 -1.2114 -2.4002 -0.0626  0.22
H8 0.2336 -3.1313 -0.8984  0.20
H9 0.0474 -0.5027 0.0884  0.22
H10 1.9506 -2.0568 -1.6338  0.20
H11 2.2208 -0.2973 -1.4785  0.20
H12 2.2085 -1.4378 -0.0767  0.21
H13 -1.3242 0.3168 -1.5998  0.21
H14 0.3279 0.7558 -2.2349  0.20
H15 -0.5405 -0.5470 -2.9157  0.20

=====

(5)
ORCA calculation (the ωB97M-V functional and the def2-TZVPD basis) on an isolated molecule of C6H15NO at a distorted geometry.

Values from the calculation:
* frontier orbital gap: 9.752 eV
* E_HOMO: -8.86 eV
* LUMO energy: 0.89 eV
* spin multiplicity: 1
* SMILES: C[C@@H](CO)C(C)(C)N
* ΔE to the lowest compared entry with this formula, charge and spin: 1.2524 eV
* electronic energy: -10002.50471 eV

Last column: natural (NBO) charge in e.
Element x y z (Å)
C1 1.0724 -1.4017 -0.8879  -0.63
C2 0.8753 -0.1553 -0.0389  -0.23
C3 1.2008 1.1113 -0.7644  -0.08
O1 2.6492 1.0024 -1.2351  -0.75
C4 -0.7415 0.0712 0.4116  0.16
C5 -0.9755 1.3990 1.1345  -0.63
C6 -1.0914 -1.0712 1.3764  -0.63
N1 -1.5641 0.0353 -0.7748  -0.88
H1 0.6186 -1.2840 -1.8707  0.20
H2 0.6423 -2.2794 -0.4093  0.21
H3 2.1360 -1.5893 -1.0264  0.22
H4 1.4529 -0.2315 0.8844  0.21
H5 1.2495 1.9763 -0.1078  0.19
H6 0.5408 1.2678 -1.6221  0.19
H7 2.6790 0.3916 -1.9802  0.46
H8 -1.9649 1.4040 1.5936  0.21
H9 -0.2305 1.5529 1.9107  0.22
H10 -0.9506 2.2298 0.4346  0.22
H11 -1.0342 -2.0431 0.8898  0.20
H12 -0.4185 -1.0742 2.2307  0.21
H13 -2.1094 -0.9460 1.7490  0.20
H14 -1.5854 -0.8817 -1.2034  0.37
H15 -2.4508 0.5157 -0.6942  0.37